Record 1
Formula: C40H72O33
Source: OMol25
Level of theory: ωB97M-V with the def2-TZVPD basis set

```
145
Properties=species:S:1:pos:R:3:forces:R:3
C 25.84134 8.55221 4.08832 0.321 -0.034 0.271
C 26.54282 7.24348 4.42451 -0.312 0.221 -0.255
O 25.68083 6.25958 3.84603 -0.294 0.202 -0.176
C 24.50662 6.85937 3.47672 1.173 -0.736 -0.114
O 23.66206 6.27216 2.88010 -0.571 0.013 0.180
O 24.50253 8.13920 3.81811 -0.361 0.500 0.065
H 26.24739 9.02385 3.19532 -0.068 0.125 0.027
H 25.89032 9.21598 4.94684 -0.358 0.272 -0.218
H 26.57107 7.10510 5.50398 0.340 -0.244 -0.059
H 27.50747 7.20695 3.92582 0.154 -0.294 0.372
C 23.24099 3.45272 4.84025 0.285 0.682 -0.016
C 21.97138 3.82104 4.09330 1.946 -0.200 -0.331
C 21.76042 3.07694 2.78440 -0.529 -0.382 0.545
O 20.32938 2.93699 2.80513 -0.409 0.004 0.000
C 19.86137 3.09027 4.07979 -0.442 0.487 -0.807
O 18.72186 2.95519 4.39516 0.216 -0.252 -0.020
O 20.84351 3.51519 4.88697 -0.178 0.078 0.097
H 23.37455 2.37428 4.90655 -0.006 -0.002 0.088
H 23.27635 3.90868 5.83187 -0.402 -0.252 0.125
H 24.10702 3.92193 4.36383 -0.065 -0.309 -0.394
H 22.02987 4.85661 3.75096 -0.483 0.279 0.872
H 22.16453 2.06448 2.70841 0.301 0.163 0.092
H 22.10120 3.71361 1.97032 -0.248 -0.232 -0.228
C 18.47228 2.10830 -5.71088 -0.007 0.263 0.542
C 18.97314 3.18490 -4.75297 0.678 -0.514 -0.934
C 20.10286 4.06439 -5.30672 -0.105 -0.226 0.008
O 19.66078 5.39380 -5.04955 0.584 0.342 -0.407
C 18.37085 5.38676 -4.65930 0.217 0.748 1.160
O 17.76700 6.36387 -4.33659 0.018 -0.398 -0.539
O 17.95195 4.13842 -4.55105 -1.345 -0.760 0.485
H 17.70512 1.53069 -5.19531 -0.110 0.000 -0.157
H 19.27077 1.41672 -5.97860 0.077 0.097 -0.078
H 18.04712 2.58165 -6.59491 0.036 -0.123 -0.087
H 19.31464 2.70007 -3.83401 -0.471 0.368 0.303
H 20.21435 3.92541 -6.38410 0.252 0.048 0.073
H 21.02616 3.90047 -4.75359 0.145 0.020 -0.316
C 21.36601 9.63214 -7.46869 0.114 -0.969 0.064
C 20.30648 8.75507 -6.80979 1.373 -0.121 0.249
C 20.35619 8.68470 -5.28330 -0.357 0.647 0.473
O 19.02582 8.98373 -4.88369 -0.046 0.300 -0.072
C 18.29217 9.36825 -5.95363 -0.431 0.241 0.964
O 17.17883 9.76456 -5.86455 0.091 -0.114 -0.478
O 19.02059 9.28023 -7.08141 -0.060 -0.635 -0.624
H 21.26249 9.66205 -8.55325 -0.513 0.286 0.052
H 22.31508 9.09508 -7.36887 0.179 0.411 0.465
H 21.37991 10.62414 -7.02392 0.184 0.060 -0.123
H 20.52738 7.71203 -7.07066 -1.047 0.078 -1.011
H 21.01567 9.45723 -4.87697 0.101 -0.258 0.046
H 20.54465 7.69079 -4.87926 0.500 0.119 -0.165
C 22.13075 10.14100 -2.31738 -1.096 0.654 0.514
O 23.38311 10.47326 -2.90526 -0.057 0.234 -0.049
C 24.23025 9.49062 -3.18822 -0.795 -0.050 -0.142
O 25.37015 9.67166 -3.46563 0.731 0.001 -0.140
O 23.61008 8.28909 -3.16934 0.218 0.158 0.259
C 24.43192 7.19486 -3.48582 0.065 -1.969 -0.722
H 22.27913 9.62819 -1.37095 -0.170 -0.328 -0.174
H 21.41571 9.66501 -2.98475 0.534 -0.709 -0.007
H 21.57673 11.05682 -2.10068 0.672 0.357 0.105
H 24.59367 7.06366 -4.55995 0.183 0.696 -0.027
H 23.88667 6.27549 -3.25214 -0.255 0.307 0.427
H 25.39092 7.10918 -2.97845 -0.057 0.667 0.153
C 21.16081 9.64582 5.26629 0.800 0.073 -0.006
O 20.87739 10.87846 4.61375 -1.089 0.156 0.060
C 21.76310 11.34390 3.75583 1.068 -0.550 -0.036
O 22.86282 10.87154 3.58850 -0.030 0.126 -0.141
O 21.24957 12.38677 3.13039 -0.770 0.786 0.306
C 22.01209 13.01252 2.12343 0.717 -0.843 -1.792
H 20.28687 9.41453 5.86350 0.009 -0.013 0.021
H 22.05594 9.76716 5.87747 -0.133 -0.042 0.207
H 21.38936 8.85358 4.55416 -0.204 0.071 -0.103
H 22.70131 13.79685 2.42537 -0.137 -0.091 0.610
H 21.37178 13.39679 1.32972 -0.535 0.226 0.583
H 22.56659 12.23831 1.58334 0.350 0.107 0.320
C 26.30670 2.30308 2.53096 -0.491 -0.644 0.804
O 25.70511 3.13869 1.54325 0.452 -0.294 0.227
C 24.67826 2.56986 0.90493 -0.081 1.117 -0.629
O 24.30581 1.43812 0.91540 0.332 -0.721 0.678
O 24.04316 3.45355 0.15246 -1.436 0.537 -0.798
C 24.34553 4.84514 0.01945 1.387 0.193 0.726
H 25.59791 2.20964 3.35827 0.129 0.057 0.066
H 27.22364 2.73973 2.91198 -0.013 0.304 -0.361
H 26.47838 1.28449 2.18501 0.113 0.173 -0.353
H 23.55453 5.39121 -0.48320 -0.239 -0.616 -0.278
H 25.29706 4.91168 -0.50931 -0.098 0.258 -0.225
H 24.47882 5.34732 0.97952 -0.062 -0.369 0.081
C 19.13492 7.04042 2.84341 0.882 -0.209 -1.325
C 20.61176 7.19449 2.52357 0.262 1.388 -0.457
O 20.98107 6.47610 1.33577 0.286 -1.353 0.323
C 20.88720 7.02320 0.14043 -0.601 1.076 0.382
O 20.53167 8.15400 -0.07691 -0.001 0.098 -0.383
O 21.24377 6.12379 -0.75659 0.826 -1.926 0.241
C 20.99753 6.30112 -2.13112 -0.756 2.791 -0.423
H 18.57686 7.33308 1.95158 -0.089 0.192 0.093
H 18.87420 7.73212 3.63938 -0.261 -0.516 0.361
H 18.95217 5.97041 2.94395 -0.439 0.137 0.806
H 21.31202 6.87131 3.28908 -0.216 -0.414 0.032
H 20.87259 8.24162 2.34463 -0.181 0.072 -0.017
H 19.92082 6.41232 -2.29197 0.018 -0.554 -0.179
H 21.47287 5.59109 -2.79908 0.007 -0.554 0.657
H 21.38344 7.29379 -2.39622 0.117 -0.173 -0.203
C 14.56237 5.73536 -2.54052 -0.586 -1.147 0.542
C 14.69331 7.04988 -3.20945 0.318 1.263 0.161
O 15.55554 7.85093 -2.37458 0.137 0.079 0.203
C 15.73322 9.16082 -2.62968 0.172 -0.924 -0.482
O 15.26462 9.80205 -3.51893 -0.659 -0.083 -0.013
O 16.57541 9.68871 -1.75686 0.545 0.915 0.445
C 17.42825 8.89396 -0.96536 0.348 -0.732 1.175
H 15.43988 5.08686 -2.56428 0.046 0.112 -0.479
H 13.68726 5.24484 -2.97747 0.287 -0.339 -0.134
H 14.32360 5.80009 -1.47779 -0.106 0.524 -0.070
H 13.72861 7.55936 -3.25017 0.023 -0.029 -0.224
H 15.13632 6.99039 -4.20347 -0.098 -0.010 -0.004
H 16.97482 8.55760 -0.02461 -0.532 -0.053 -0.288
H 18.26939 9.48320 -0.60132 0.018 0.281 -0.641
H 17.78245 8.00409 -1.48206 0.059 0.145 -0.215
C 15.97292 3.94387 1.61252 -0.070 0.004 -0.455
C 15.81385 5.29629 0.93457 -0.406 -0.908 -0.264
O 15.94130 6.42058 1.81135 0.007 -0.049 -0.360
C 14.82248 6.82800 2.41713 0.670 0.205 0.005
O 13.77769 6.24988 2.47354 -0.320 -0.142 0.025
O 15.11667 8.01416 2.95987 -0.032 0.540 -0.127
C 14.25351 8.47275 3.98726 -0.862 -0.050 0.461
H 16.85398 3.87381 2.24928 -0.109 0.055 0.173
H 16.09823 3.21810 0.80346 0.094 -0.003 0.035
H 15.05272 3.66212 2.12171 0.188 0.094 0.385
H 14.83059 5.29553 0.46564 -0.049 0.292 0.104
H 16.53259 5.38991 0.12175 0.256 0.417 0.256
H 14.46080 7.84551 4.85370 -0.237 0.309 0.268
H 13.18595 8.44376 3.75398 0.143 -0.652 -0.357
H 14.38541 9.53316 4.19310 0.884 -0.126 -0.100
C 15.58606 0.43738 -0.88947 0.516 -0.450 -0.141
C 16.67228 0.56214 -1.94976 -0.967 0.075 -0.891
O 17.94111 0.82152 -1.37731 0.418 0.002 -0.102
C 18.32260 2.09222 -1.23687 0.087 -0.720 0.505
O 17.68314 3.06066 -1.52888 -0.224 0.545 -0.255
O 19.53312 2.07033 -0.68159 -0.167 -0.023 0.069
C 20.06472 3.34969 -0.38648 0.958 0.574 0.262
H 15.95189 -0.26587 -0.13980 -0.175 0.012 0.112
H 14.68282 0.02116 -1.33470 -0.045 0.081 0.005
H 15.35186 1.37902 -0.39773 0.063 0.083 -0.133
H 16.39493 1.28336 -2.72604 0.228 0.497 0.427
H 16.79508 -0.34135 -2.55047 0.039 -0.345 0.545
H 20.43928 3.82182 -1.29392 -0.423 0.132 -0.076
H 20.94470 3.23035 0.24310 -0.118 -0.464 -0.091
H 19.38620 3.98798 0.17779 -0.256 -0.054 -0.340
```
Forces are in eV/Å.

Values from the calculation:
E_HOMO	-0.35412	hartree
energy above the lowest of the compared OMol25 structures with the same formula, charge and spin	0.0	kcal per mole
structure (SMILES)	C[C@H]1COC(=O)O1.C[C@H]1COC(=O)O1.C[C@H]1COC(=O)O1.CCOC(=O)OC.CCOC(=O)OC.CCOC(=O)OC.CCOC(=O)OC.COC(=O)OC.COC(=O)OC.COC(=O)OC.O=C1OCCO1
lowest unoccupied orbital energy	0.0002	Eh
DFT total energy	-4050.33549	hartree



Record 2
Formula: C35H30N9Pb
Source: OMol25
Level of theory: ωB97M-V with the def2-TZVPD basis set

```
75
Properties=species:S:1:pos:R:3:forces:R:3
Pb -0.89156 -0.35449 -0.25188 -0.193 0.106 -0.457
C 6.39002 4.20428 -2.03856 -0.762 0.489 -1.631
C 5.36996 3.16768 -1.77993 0.775 -0.287 0.222
C 5.43814 1.86355 -2.36519 0.401 1.770 0.632
C 4.52180 0.95620 -2.07690 0.714 -2.220 -2.000
C 3.47539 1.16568 -1.14811 -1.108 -1.395 0.068
N 2.61382 0.28489 -0.74356 0.042 -0.682 0.697
C 2.42708 -1.00788 -1.24321 0.529 2.432 -1.589
C 2.38411 -1.24445 -2.65405 0.109 -0.755 1.946
C 2.15486 -2.51282 -3.05078 -0.145 -2.257 -1.709
C 2.01113 -3.64740 -2.16623 -0.049 -0.259 -2.823
C 2.01205 -5.09728 -2.81793 2.419 2.191 -0.745
C 1.86209 -3.33046 -0.84322 0.756 1.264 0.013
C 2.09432 -2.01227 -0.38621 -0.182 -1.800 1.014
N 1.91937 -1.77112 1.02616 -0.827 0.340 -0.293
C 2.63221 -2.06120 2.14101 1.254 -0.645 -1.651
C 1.80078 -1.94983 3.20946 0.780 0.415 1.273
C 0.60948 -1.50988 2.70989 -1.714 -0.162 -1.322
N 0.64560 -1.43847 1.35838 0.047 0.049 1.433
C 3.42195 2.45861 -0.55376 -1.616 0.807 0.397
C 4.29944 3.42230 -0.92508 -0.159 0.597 0.324
N 2.36136 2.82623 0.30662 1.269 -0.030 0.858
C 2.55128 3.65507 1.37859 0.856 1.321 0.561
C 1.34183 4.03172 1.90345 0.257 -2.470 -2.247
C 0.44929 3.27180 1.09679 0.995 -0.142 -1.189
N 1.07116 2.53114 0.14518 -1.788 0.733 0.685
H 6.15434 4.60324 -3.08200 0.202 -0.287 0.981
H 6.31108 5.04234 -1.36064 0.089 0.099 0.158
H 7.41327 3.85312 -2.14351 0.001 -0.313 0.210
H 6.23701 1.61099 -3.00156 0.867 -0.090 -0.768
H 4.70954 0.03716 -2.66961 -0.798 0.178 1.059
H 2.50380 -0.47079 -3.35497 0.083 0.947 -0.659
H 2.09007 -2.73206 -4.15038 0.173 0.263 1.180
H 3.02753 -5.57038 -2.69900 -0.645 0.824 -0.109
H 1.42076 -5.74715 -2.30178 -2.017 -1.605 1.460
H 1.78180 -5.17571 -3.91259 0.062 0.654 1.078
H 1.64721 -4.05681 -0.12454 -0.245 -1.131 1.069
H 3.67757 -2.36317 2.02540 -0.520 0.093 0.280
H 2.05746 -2.06159 4.24470 0.077 -0.172 0.121
H -0.34139 -1.37558 3.22482 0.357 0.185 -0.100
H 4.08639 4.41449 -0.57911 0.329 0.430 0.163
H 3.55759 3.96621 1.65606 -0.355 -0.156 -0.065
H 1.05090 4.64122 2.69184 0.016 1.019 1.209
H -0.60675 3.42391 1.04521 -0.512 -0.342 0.058
N -1.71049 0.84543 1.63807 0.036 -0.567 1.391
C -2.64456 0.04884 2.49082 -0.151 -1.204 -1.414
C -3.09046 0.45870 3.70187 0.052 1.616 0.971
C -4.01236 -0.29426 4.46556 -0.328 0.236 -0.215
C -4.54256 -1.43294 3.95149 -0.533 -0.895 0.390
C -4.06841 -1.96546 2.74383 0.579 -0.254 -2.723
C -4.52882 -3.18612 2.09337 0.968 0.949 1.180
C -3.94222 -3.60534 0.92922 -1.012 -1.284 -1.711
C -2.97390 -2.79542 0.26791 -0.748 -1.871 0.024
N -2.57223 -1.69751 0.79438 0.554 2.033 0.676
C -3.11941 -1.22557 1.96283 0.618 0.770 1.371
H -2.11251 1.72972 1.36934 -0.623 0.220 -0.311
H -0.92894 1.14410 2.22499 0.127 -0.252 -0.046
H -2.81889 1.46874 4.09558 0.000 -0.987 -0.369
H -4.40580 0.07168 5.40689 0.265 0.166 -0.084
H -5.34628 -1.96703 4.47216 0.417 0.196 -0.100
H -5.25004 -3.74220 2.67681 -0.190 -0.362 -0.462
H -4.29910 -4.53406 0.35611 0.591 1.427 1.262
H -2.50610 -3.09585 -0.68293 -0.380 -0.049 0.478
N -7.53998 1.86334 0.25181 -1.674 0.291 1.087
C -6.59536 1.73427 -0.35928 1.573 -0.303 -0.639
C -5.39636 1.51484 -1.10452 -0.582 -0.429 -0.764
C -5.40984 1.69289 -2.48910 -0.236 -0.307 0.826
C -4.21544 1.45550 -3.18160 -2.076 0.534 -0.501
C -3.15567 0.94967 -2.49239 1.906 0.155 0.273
N -3.17244 0.64988 -1.15974 0.118 0.378 -1.993
C -4.29839 0.91823 -0.52755 0.830 -0.405 1.657
H -6.40930 1.91030 -2.89581 0.919 0.323 -0.410
H -4.26533 1.68683 -4.24465 0.693 -0.326 0.178
H -2.17651 0.86360 -3.01424 -0.774 -0.259 0.458
H -4.23742 0.59419 0.51954 -0.758 0.458 -0.271
```
Forces are in eV/Å.

Values from the calculation:
E_HOMO	-0.61386	hartree
energy above the lowest of the compared OMol25 structures with the same formula, charge and spin	1.8	kcal per mole
total charge	+3
lowest unoccupied orbital energy	-0.3965	Eh
DFT total energy	-2036.40613	hartree



Record 3
Formula: C2H3OPS
Source: OMol25
Level of theory: ωB97M-V with the def2-TZVPD basis set

```
8
Properties=species:S:1:pos:R:3:forces:R:3
C -0.39219 -0.51142 -0.00091 1.864 -1.711 0.448
C 0.81115 -0.05078 -0.16500 1.731 -1.898 0.969
O 5.13135 -0.17450 0.22231 2.339 -0.722 0.476
P 4.04568 0.66636 -0.16244 -3.758 -1.492 -0.064
S 2.16347 -1.12588 0.07900 2.448 1.623 -0.123
H -1.17179 -0.03502 -0.34730 -4.157 2.894 -1.148
H -0.56902 -1.52621 0.24412 0.098 -0.919 0.280
H 1.23800 0.88086 -0.30758 -0.565 2.225 -0.837
```
Forces are in eV/Å.

Values from the calculation:
E_HOMO	-0.30604	hartree
energy above the lowest of the compared OMol25 structures with the same formula, charge and spin	29.0	kcal per mole
structure (SMILES)	C=CSP=O
lowest unoccupied orbital energy	-0.0562	Eh
DFT total energy	-892.71735	hartree